Record 1
Density functional theory data (ωB97M-V with the def2-TZVPD basis set) for an isolated molecule of C6H11N3.

Summary:
* orbital gap: 9.7122 eV
* HOMO: -8.862 eV
* LUMO energy: 0.85 eV

```
! wB97M-V def2-TZVPD RIJCOSX def2/J DEFGRID3
* xyz 0 1
C -1.705 -0.011 -0.588
C -0.320 0.257 0.147
C 0.688 0.935 -0.713
C 1.809 0.066 -0.337
C 1.761 0.047 0.983
C 0.507 -0.853 0.478
H -3.000 0.050 1.206
H -2.688 -1.713 0.433
H -1.582 -0.662 -1.328
H -2.077 1.046 -0.916
H -0.647 2.289 0.065
H 0.367 1.432 -1.719
H 2.817 0.457 -0.830
H 2.329 -0.757 1.591
H 1.618 0.784 1.846
H 0.181 -1.661 1.059
H 1.122 -1.415 -1.480
N -2.895 -0.570 0.305
N 0.103 1.707 0.369
N 1.613 -1.429 -0.572
*
```

Record 2
Density functional theory data (ωB97M-V with the def2-TZVPD basis set) for the ion C6H11N3 with charge +2.

Summary:
* orbital gap: 9.6542 eV
* HOMO: -20.103 eV
* structure (SMILES): CC1=NC=[NH+]C(=[NH2+])[C@@H]1C
* LUMO energy: -10.45 eV

```
! wB97M-V def2-TZVPD RIJCOSX def2/J DEFGRID3
* xyz 2 1
C -2.487 0.000 -0.885
C -1.159 -0.295 -0.320
N -1.023 -1.414 0.367
C 0.150 -1.875 0.660
N 1.256 -1.445 0.070
C 1.297 -0.114 -0.407
N 2.405 0.506 -0.761
C 0.049 0.611 -0.367
C 0.105 1.245 1.107
H -2.579 0.827 -1.469
H -3.127 0.055 0.122
H -2.822 -0.909 -1.317
H -0.017 -2.631 1.481
H 2.113 -2.028 -0.001
H 2.193 1.328 -1.202
H 3.365 0.319 -0.575
H -0.023 1.539 -0.890
H -0.416 2.222 1.091
H 1.118 1.531 1.527
H -0.398 0.529 1.768
*
```

Record 3
Density functional theory data (ωB97M-V with the def2-TZVPD basis set) for a structure of composition C6H11N3O.

Summary:
* orbital gap (alpha / beta): 7.7302 / 7.7308 eV
* HOMO (alpha / beta): -8.136 / -8.136 eV
* LUMO energy (alpha / beta): -0.41 / -0.41 eV

```
! wB97M-V def2-TZVPD RIJCOSX def2/J DEFGRID3
* xyz 0 1
C 1.735 -1.180 1.577
C 0.065 2.888 -0.449
N 0.871 -0.577 0.574
C -1.182 0.350 -0.798
C 0.179 1.458 -0.125
N -0.745 -0.034 -2.038
C -0.540 -1.002 0.515
C -0.798 -2.332 0.303
N 1.034 0.775 0.455
O -2.322 0.737 -0.608
H -1.433 -0.175 -2.761
H 0.177 -0.421 -2.160
H -1.162 -0.482 1.244
H 2.761 -0.889 1.362
H 1.630 -2.259 1.520
H 1.483 -0.841 2.590
H 0.355 3.064 -1.487
H 0.709 3.471 0.213
H -0.974 3.201 -0.331
H -1.624 -2.827 0.785
H -0.217 -2.925 -0.381
*
```

Record 4
Density functional theory data (ωB97M-V with the def2-TZVPD basis set) for the ion C6H11N3O with charge +2.

Summary:
* orbital gap (alpha / beta): 6.0446 / 6.5832 eV
* expectation value of S²: 2.03
* HOMO (alpha / beta): -16.789 / -18.668 eV
* LUMO energy (alpha / beta): -10.74 / -12.08 eV

```
! wB97M-V def2-TZVPD RIJCOSX def2/J DEFGRID3
* xyz 2 3
C -2.063 -1.436 -0.032
C -0.355 0.043 0.684
C -2.362 0.857 -0.410
C 2.440 -0.496 -0.773
C 0.992 0.385 1.144
C 1.967 0.762 -0.122
N -1.153 1.139 0.170
N -2.789 -0.422 -0.545
N -0.915 -1.181 0.598
O -0.739 2.292 0.267
H -2.455 -2.527 -0.121
H -2.811 1.666 -0.741
H 3.049 -0.974 -0.069
H 2.928 -0.060 -1.808
H 1.731 -1.120 -1.280
H 1.314 -0.413 1.872
H 0.808 1.249 1.773
H 2.873 1.248 0.345
H 1.583 1.237 -0.955
H -3.697 -0.405 -1.070
H -0.345 -1.844 1.073
*
```

Asked for ΔE to the lowest compared entry with this formula, charge and spin across the records above, the calculation gives 7.985; 1.702; 4.864; 2.924 eV in order.